This record from OMol25 describes a single C5H10N2O molecule at a distorted geometry. The level of theory is ωB97M-V/def2-TZVPD.

Structure (XYZ):
```
18
Properties=species:S:1:pos:R:3:lowdin_charge:R:1
C -2.37 -0.42 -0.84 -0.073
C -1.16 -0.65 0.00 -0.314
C -0.99 -0.14 1.23 -0.197
O -1.27 0.05 2.38 0.124
C 0.16 -0.89 -0.61 -0.056
N 0.90 0.26 0.34 -0.275
C 1.55 1.28 -0.48 -0.088
N 1.84 -0.21 1.33 0.027
H -2.68 -1.33 -1.36 0.072
H -2.19 0.36 -1.59 0.076
H -3.22 -0.09 -0.22 0.082
H 0.68 -1.81 -0.32 0.104
H 0.17 -0.71 -1.69 0.111
H 0.88 1.60 -1.28 0.083
H 2.46 0.88 -0.92 0.082
H 1.79 2.16 0.13 0.081
H 2.07 0.56 1.97 0.085
H 1.38 -0.90 1.93 0.076
```

For the orbital gap, the calculation gives 8.3 eV. The SMILES is CC(=C=O)CN(C)N.

This record from OMol25 describes a single C4H11NOS molecule at a distorted geometry. The level of theory is ωB97M-V/def2-TZVPD.

Structure (XYZ):
```
18
Properties=species:S:1:pos:R:3:lowdin_charge:R:1
C 0.28 -1.15 -1.03 -0.223
C -0.88 0.36 1.77 -0.088
C 0.15 1.92 0.07 -0.104
C 0.94 -0.39 0.36 -0.210
N 0.23 0.72 0.86 -0.344
O -0.85 0.51 -3.06 -0.652
S -0.15 -0.74 -3.02 0.831
H -0.72 -1.19 -0.73 -0.006
H 0.88 -2.11 -1.02 0.067
H -0.92 1.15 2.60 0.102
H -1.85 0.24 1.20 0.091
H -0.66 -0.61 2.23 0.068
H -0.48 1.77 -0.90 0.082
H -0.36 2.77 0.58 0.074
H 1.31 2.23 -0.24 0.138
H 1.94 -0.04 0.12 0.096
H 0.77 -1.19 1.10 0.103
H -1.30 -1.47 -2.82 -0.025
```

For the orbital gap, the calculation gives 8.8 eV.

This record from OMol25 describes a single C5H9NO molecule. The level of theory is ωB97M-V/def2-TZVPD.

Structure (XYZ):
```
16
Properties=species:S:1:pos:R:3:lowdin_charge:R:1
C -0.74 0.19 -1.80 -0.071
N 0.50 0.43 -1.76 -0.054
C 0.81 1.45 -0.77 -0.237
C 0.70 0.64 0.51 -0.075
C 0.23 -0.63 0.63 -0.413
C -0.64 -1.01 1.78 -0.030
O 0.44 -1.70 -0.18 0.021
H -1.48 0.87 -1.32 0.095
H -1.10 -0.78 -2.16 0.086
H 0.03 2.25 -0.74 0.113
H 1.77 1.95 -0.93 0.103
H 0.98 1.11 1.45 0.103
H -1.14 -0.12 2.18 0.082
H 0.01 -1.48 2.51 0.080
H -1.41 -1.73 1.47 0.094
H 1.04 -1.44 -0.89 0.104
```

For the orbital gap, the calculation gives 9.1 eV. The SMILES is C=NC/C=C(/C)O.

This record from OMol25 describes a single C6H10 molecule. The level of theory is ωB97M-V/def2-TZVPD.

Structure (XYZ):
```
16
Properties=species:S:1:pos:R:3:lowdin_charge:R:1
C -1.28 1.49 0.35 -0.041
C -0.26 0.37 0.31 -0.590
C 0.11 -0.32 1.57 -0.154
C 1.05 0.70 0.98 0.188
C 1.26 -1.11 -1.09 -0.103
C -0.11 -0.41 -0.99 -0.194
H -1.14 2.11 1.24 0.080
H -2.30 1.10 0.36 0.086
H -1.16 2.14 -0.53 0.082
H -0.32 -0.02 2.52 0.108
H 0.43 -1.37 1.55 0.107
H 2.04 -0.49 -0.63 0.059
H 1.55 -1.27 -2.13 0.074
H 1.27 -2.08 -0.59 0.074
H -0.92 -1.14 -1.10 0.116
H -0.21 0.30 -1.82 0.110
```

For the orbital gap, the calculation gives 8.6 eV.

This record from OMol25 describes a single C4H9NO molecule. The level of theory is ωB97M-V/def2-TZVPD.

Structure (XYZ):
```
15
Properties=species:S:1:pos:R:3:lowdin_charge:R:1
C -1.93 -0.05 -0.08 -0.015
N -0.50 -0.01 -0.41 -0.192
C 0.54 -1.00 0.07 -0.135
C 1.54 0.06 -0.45 -0.394
O 2.82 0.11 0.11 -0.088
C 0.47 1.06 0.02 -0.135
H -2.08 -0.02 1.00 0.093
H -2.42 0.80 -0.55 0.096
H -2.35 -0.98 -0.48 0.096
H 0.45 -2.00 -0.36 0.110
H 0.39 -1.06 1.18 0.116
H -0.33 -0.03 -1.42 0.154
H 2.77 0.14 1.09 0.069
H 0.32 1.16 1.12 0.116
H 0.31 2.03 -0.46 0.110
```

For the orbital gap, the calculation gives 6.9 eV.

This record from OMol25 describes a molecular structure, C7H11I2N2OSSc at a distorted geometry. The level of theory is ωB97M-V/def2-TZVPD.

Structure (XYZ):
```
25
Properties=species:S:1:pos:R:3:lowdin_charge:R:1
C 2.25 2.87 0.68 -0.498
I 4.18 1.65 0.46 0.835
H 1.22 3.07 1.00 0.035
H 2.26 3.07 -0.40 0.001
H 2.87 3.56 1.28 -0.013
C 0.11 -1.73 -1.34 -0.105
C -1.50 -0.65 -0.15 -0.833
N -0.70 -1.78 -0.19 -0.278
H 0.17 -0.17 -2.90 0.095
I -2.99 -0.08 1.35 0.291
N -1.17 0.08 -1.23 -0.196
H 0.75 -2.56 -1.59 0.086
Sc -0.16 -0.71 1.77 -0.103
C 2.34 1.17 1.12 -0.874
O 1.50 0.44 1.59 -0.255
C -0.19 -0.58 -1.97 -0.090
C -1.76 1.36 -1.58 -0.085
H -1.79 1.46 -2.67 0.069
H -1.17 2.19 -1.16 0.083
H -2.78 1.41 -1.17 0.033
C -0.87 -2.94 0.66 -0.130
H -0.26 -3.75 0.24 0.090
H -1.93 -3.24 0.71 0.073
H -0.50 -2.78 1.70 -0.016
S 0.11 -1.37 3.78 -0.215
```

For the orbital gap (spin up / spin down), the calculation gives 2.0 / 2.0 eV. As for the charge: -2.